The following is a quantum chemistry calculation of 6 unconnected molecules or ions with the total composition C26H38FN5O3P, from OMol25.

- E_LUMO: 2.232 eV
- 2S+1: 1
- Total charge: -1

Cartesian coordinates (Å):
C (3.60, 2.07, -1.62)
C (3.57, 1.12, -2.81)
C (2.14, 0.95, -3.32)
C (4.30, -0.22, -2.56)
C (4.18, -0.85, -1.16)
C (3.66, -2.26, -1.03)
F (4.34, -3.05, -2.03)
P (1.96, -2.51, -1.29)
O (1.35, -3.75, -0.75)
O (1.57, -2.41, -2.88)
O (1.17, -1.26, -0.64)
H (3.43, 3.09, -1.95)
H (2.81, 1.84, -0.91)
H (4.54, 2.02, -1.08)
H (4.11, 1.61, -3.62)
H (2.16, 0.32, -4.21)
H (1.49, 0.49, -2.59)
H (1.72, 1.91, -3.62)
H (3.95, -0.95, -3.29)
H (5.35, -0.05, -2.79)
H (5.18, -0.85, -0.71)
H (3.59, -0.23, -0.48)
H (0.71, -2.01, -3.00)
H (1.61, -0.43, -0.87)
N (1.16, 0.79, 1.81)
C (2.08, 1.02, 2.79)
C (1.51, 1.86, 3.71)
C (0.18, 2.13, 3.28)
C (0.00, 1.45, 2.10)
H (1.30, 0.21, 1.00)
H (3.05, 0.57, 2.75)
H (1.98, 2.22, 4.61)
H (-0.56, 2.75, 3.76)
H (-0.86, 1.38, 1.45)
N (-4.23, 3.96, 3.38)
C (-4.46, 3.21, 4.50)
C (-4.11, 1.92, 4.22)
C (-3.65, 1.89, 2.87)
C (-3.73, 3.16, 2.39)
H (-4.39, 4.94, 3.30)
H (-4.85, 3.65, 5.40)
H (-4.18, 1.08, 4.90)
H (-3.29, 1.03, 2.33)
H (-3.48, 3.57, 1.42)
N (-1.20, 2.12, -6.31)
C (-1.92, 3.28, -6.26)
C (-2.39, 3.42, -4.99)
C (-1.93, 2.31, -4.23)
C (-1.19, 1.53, -5.08)
H (-0.73, 1.76, -7.12)
H (-2.04, 3.90, -7.14)
H (-3.00, 4.24, -4.63)
H (-2.11, 2.11, -3.19)
H (-0.67, 0.60, -4.91)
N (-0.20, -0.64, 5.54)
C (-0.53, -1.36, 6.66)
C (-0.23, -2.67, 6.42)
C (0.30, -2.75, 5.09)
C (0.30, -1.47, 4.59)
H (-0.32, 0.35, 5.42)
H (-0.94, -0.88, 7.53)
H (-0.37, -3.49, 7.10)
H (0.64, -3.63, 4.58)
H (0.61, -1.09, 3.63)
N (-1.35, -4.14, -1.35)
C (-1.85, -4.47, -2.57)
C (-3.16, -4.86, -2.41)
C (-3.45, -4.76, -1.02)
C (-2.31, -4.31, -0.40)
H (-0.39, -3.81, -1.17)
H (-1.23, -4.41, -3.45)
H (-3.82, -5.18, -3.19)
H (-4.38, -4.99, -0.54)
H (-2.10, -4.11, 0.63)

=====

The following is a quantum chemistry calculation of C26H38N4O4 in the gas phase, from OMol25.

- E_LUMO: 0.494 eV
- 2S+1: 1
- ΔE to the lowest compared entry with this formula, charge and spin: 0.0000 eV

Cartesian coordinates (Å):
C (5.04, -3.81, 3.02)
C (3.79, -3.12, 2.49)
C (2.63, -4.11, 2.37)
N (1.43, -3.49, 1.80)
C (1.09, -3.83, 0.44)
C (1.96, -3.11, -0.60)
C (1.46, -3.40, -2.01)
C (0.73, -2.69, 2.62)
O (1.02, -2.55, 3.79)
C (-0.48, -1.93, 2.05)
N (-0.19, -1.10, 0.90)
C (-0.94, -1.32, -0.23)
O (-1.73, -2.25, -0.29)
N (-0.74, -0.49, -1.31)
C (-1.52, -0.74, -2.52)
C (-2.46, 0.42, -2.88)
C (-3.77, 0.46, -2.10)
C (-3.64, 0.50, -0.58)
C (-2.62, 1.47, -0.02)
O (-1.91, 1.17, 0.93)
N (-2.57, 2.67, -0.61)
C (-1.65, 3.72, -0.22)
C (-0.78, 4.17, -1.39)
C (-1.68, 5.10, -2.20)
C (-2.66, 5.72, -1.18)
C (-2.41, 5.00, 0.15)
C (0.20, 0.52, -1.36)
O (0.38, 1.16, -2.38)
C (0.92, 0.76, -0.11)
C (1.82, 1.83, -0.05)
C (2.48, 2.11, 1.13)
C (2.22, 1.33, 2.25)
C (1.34, 0.27, 2.20)
C (0.68, -0.04, 1.01)
H (5.85, -3.09, 3.11)
H (5.35, -4.61, 2.35)
H (4.84, -4.23, 4.00)
H (4.00, -2.68, 1.51)
H (3.49, -2.32, 3.16)
H (2.38, -4.48, 3.37)
H (2.91, -4.95, 1.73)
H (1.22, -4.91, 0.32)
H (0.04, -3.61, 0.26)
H (2.99, -3.44, -0.51)
H (1.94, -2.03, -0.41)
H (0.41, -3.12, -2.11)
H (1.55, -4.45, -2.24)
H (2.04, -2.83, -2.74)
H (-0.87, -1.31, 2.86)
H (-1.26, -2.64, 1.76)
H (-0.80, -0.87, -3.33)
H (-2.07, -1.66, -2.36)
H (-2.70, 0.32, -3.94)
H (-1.91, 1.35, -2.76)
H (-4.36, -0.43, -2.36)
H (-4.34, 1.32, -2.46)
H (-4.61, 0.76, -0.14)
H (-3.39, -0.49, -0.20)
H (-3.19, 2.88, -1.37)
H (-1.07, 3.32, 0.62)
H (0.08, 4.72, -1.00)
H (-0.40, 3.33, -1.97)
H (-2.23, 4.53, -2.95)
H (-1.11, 5.86, -2.73)
H (-2.49, 6.79, -1.08)
H (-3.69, 5.59, -1.51)
H (-1.78, 5.61, 0.80)
H (-3.33, 4.78, 0.69)
H (1.98, 2.41, -0.94)
H (3.17, 2.93, 1.18)
H (2.72, 1.55, 3.18)
H (1.17, -0.31, 3.09)

=====

The following is a quantum chemistry calculation of a molecular structure, C26H39As2CrN4O6S7, from OMol25.

- E_LUMO (alpha / beta): -0.097 / 0.297 eV
- 2S+1: 4
- ΔE to the lowest compared entry with this formula, charge and spin: 0.0000 eV
- Expectation value of S²: 3.808

Cartesian coordinates (Å):
Cr (-0.62, 0.29, -0.89)
C (2.92, -2.59, -1.95)
C (1.85, -2.28, -2.94)
N (1.05, -1.26, -2.88)
C (0.16, -1.24, -3.91)
C (0.28, -2.27, -4.80)
S (1.57, -3.28, -4.32)
C (-0.83, -0.16, -4.02)
C (-1.42, 0.15, -5.19)
S (-2.58, 1.38, -4.97)
C (-2.22, 1.43, -3.30)
N (-1.27, 0.60, -2.93)
C (-3.07, 2.35, -2.48)
H (2.57, -2.35, -0.95)
H (3.81, -2.00, -2.16)
H (3.18, -3.65, -1.99)
H (-0.33, -2.50, -5.66)
H (-1.22, -0.26, -6.16)
H (-3.24, 3.27, -3.04)
H (-2.64, 2.58, -1.52)
H (-4.03, 1.87, -2.30)
C (-1.87, -2.00, 3.38)
C (-0.92, -0.80, 3.51)
C (-1.67, 0.43, 4.03)
C (0.28, -1.14, 4.39)
C (-0.46, -0.45, 2.16)
N (-0.22, -0.11, 1.09)
H (-2.26, -2.23, 4.37)
H (-1.33, -2.86, 2.99)
H (-2.69, -1.78, 2.70)
H (-2.07, 0.20, 5.02)
H (-2.50, 0.70, 3.37)
H (-1.01, 1.30, 4.11)
H (-0.09, -1.37, 5.40)
H (0.97, -0.30, 4.47)
H (0.81, -2.02, 4.01)
O (0.20, 3.13, -2.48)
C (-0.25, 3.34, -1.37)
N (-0.60, 2.37, -0.45)
S (-1.14, 3.02, 0.95)
O (-0.19, 2.82, 2.02)
O (-2.50, 2.64, 1.23)
C (-1.06, 4.69, 0.42)
C (-1.40, 5.84, 1.11)
C (-1.21, 7.05, 0.45)
C (-0.69, 7.09, -0.84)
C (-0.35, 5.92, -1.51)
C (-0.54, 4.72, -0.85)
H (-1.81, 5.80, 2.11)
H (-1.48, 7.97, 0.94)
H (-0.55, 8.04, -1.33)
H (0.06, 5.92, -2.51)
C (2.58, 1.19, 2.30)
As (2.90, 1.76, 0.49)
C (2.62, 3.66, 0.43)
C (4.80, 1.57, 0.23)
S (2.01, 0.57, -1.03)
H (3.33, 1.63, 2.95)
H (2.66, 0.10, 2.31)
H (1.58, 1.50, 2.59)
H (3.41, 4.15, 0.99)
H (1.66, 3.90, 0.89)
H (2.63, 3.97, -0.61)
H (5.34, 2.15, 0.98)
H (5.05, 1.92, -0.76)
H (5.06, 0.52, 0.31)
C (-1.40, -5.43, 1.54)
As (0.35, -5.10, 0.80)
C (1.27, -6.80, 0.97)
C (0.10, -4.90, -1.09)
S (1.43, -3.57, 1.71)
H (-1.68, -6.47, 1.38)
H (-2.11, -4.76, 1.06)
H (-1.36, -5.22, 2.61)
H (0.69, -7.58, 0.48)
H (1.38, -7.03, 2.03)
H (2.25, -6.71, 0.52)
H (-0.32, -5.81, -1.52)
H (1.06, -4.68, -1.54)
H (-0.57, -4.06, -1.26)
O (-3.10, -2.16, -2.15)
S (-2.45, -1.85, -0.90)
O (-0.95, -1.63, -1.13)
O (-2.65, -2.81, 0.17)
S (-2.89, 0.03, -0.26)

=====

The following is a quantum chemistry calculation of a molecular structure, C26H39BF6N9O6PbS3Te, from OMol25.

- E_LUMO: -5.031 eV
- 2S+1: 1
- Total charge: +1
- ΔE to the lowest compared entry with this formula, charge and spin: 0.0000 eV

Cartesian coordinates (Å):
Pb (2.68, 0.31, 0.10)
F (4.64, 4.06, 4.63)
C (3.49, 3.87, 3.86)
F (2.48, 3.45, 4.66)
F (3.11, 5.05, 3.30)
S (4.01, 2.71, 2.45)
O (2.80, 2.48, 1.60)
O (5.18, 3.28, 1.84)
N (4.40, 1.47, 3.34)
S (4.10, -0.06, 3.42)
O (3.25, -0.66, 2.38)
O (3.72, -0.33, 4.78)
C (5.78, -0.81, 3.06)
F (6.21, -0.48, 1.80)
F (5.76, -2.15, 3.19)
F (6.66, -0.30, 4.00)
B (4.75, -2.81, -1.30)
N (5.39, -1.41, -1.08)
C (6.69, -1.20, -1.41)
C (6.99, 0.15, -1.46)
C (5.74, 0.79, -1.16)
N (4.79, -0.16, -0.94)
N (3.41, -3.02, -0.56)
C (3.00, -4.26, -0.05)
C (1.63, -4.20, 0.20)
C (1.27, -2.86, -0.10)
N (2.31, -2.20, -0.63)
H (4.60, -3.08, -2.47)
H (5.47, -3.60, -0.79)
H (7.31, -2.04, -1.64)
H (7.88, 0.70, -1.73)
H (5.48, 1.82, -1.14)
H (3.72, -5.03, 0.05)
H (0.96, -5.00, 0.48)
H (0.28, -2.45, -0.09)
N (-0.23, 0.91, -3.60)
N (1.03, 1.52, -3.49)
C (1.36, 2.03, -2.24)
O (2.51, 1.98, -1.77)
O (0.41, 2.57, -1.53)
H (-0.20, -0.09, -3.37)
H (-0.62, 1.07, -4.53)
H (1.86, 1.03, -3.81)
C (-2.20, -4.13, -1.72)
C (-3.58, -3.71, -2.32)
C (-4.54, -2.92, -1.42)
C (-4.08, -1.48, -1.09)
N (-4.11, -1.17, 0.31)
C (-3.07, -0.71, 1.04)
S (-1.57, -0.14, 0.39)
N (-3.18, -0.70, 2.37)
C (-4.30, -1.16, 3.18)
C (-4.38, -2.69, 3.26)
C (-3.18, -3.36, 3.91)
C (-3.02, -3.28, 5.43)
H (-1.52, -4.47, -2.49)
H (-2.32, -4.89, -0.92)
H (-1.69, -3.31, -1.15)
H (-4.14, -4.59, -2.60)
H (-3.43, -3.10, -3.24)
H (-4.72, -3.45, -0.49)
H (-5.54, -2.89, -1.89)
H (-4.74, -0.76, -1.64)
H (-3.06, -1.34, -1.37)
H (-4.95, -1.39, 0.85)
H (-2.36, -0.38, 2.84)
H (-5.21, -0.76, 2.72)
H (-4.19, -0.69, 4.15)
H (-4.57, -3.08, 2.22)
H (-5.34, -2.85, 3.80)
H (-2.34, -2.80, 3.48)
H (-3.17, -4.44, 3.63)
H (-2.80, -2.22, 5.75)
H (-2.17, -3.90, 5.77)
H (-3.93, -3.63, 5.95)
C (-2.13, 4.12, -0.90)
Te (-1.61, 2.15, -1.82)
C (-1.73, 3.37, -3.74)
C (-2.30, 4.70, -3.36)
C (-2.71, 5.61, -4.38)
C (-3.06, 6.88, -4.01)
C (-3.30, 7.20, -2.68)
C (-3.22, 6.20, -1.69)
C (-2.57, 5.02, -2.01)
H (-1.21, 4.50, -0.47)
H (-2.88, 3.93, -0.08)
H (-2.28, 2.78, -4.47)
H (-0.68, 3.39, -4.09)
H (-2.64, 5.27, -5.43)
H (-3.13, 7.64, -4.76)
H (-3.54, 8.21, -2.35)
H (-3.68, 6.36, -0.71)

=====

The following is a quantum chemistry calculation of a molecular structure, C26H39Cl5GePtSb2, from OMol25.

- E_LUMO: -7.893 eV
- 2S+1: 1
- Total charge: +2
- ΔE to the lowest compared entry with this formula, charge and spin: 0.0000 eV

Cartesian coordinates (Å):
Pt (-0.34, -1.14, 0.06)
C (3.44, -1.38, -1.65)
Sb (2.31, -1.15, 0.13)
C (3.09, 0.62, 0.99)
C (3.11, -2.67, 1.41)
C (3.35, -2.08, 2.77)
C (4.62, -1.62, 3.10)
C (4.86, -1.01, 4.32)
C (3.83, -0.86, 5.24)
C (2.57, -1.32, 4.92)
C (2.31, -1.93, 3.70)
C (0.94, -2.48, 3.44)
Sb (-0.55, -1.20, 2.57)
C (-2.20, -2.36, 3.20)
C (-0.36, 0.62, 3.62)
H (4.47, -1.12, -1.40)
H (3.08, -0.73, -2.44)
H (3.40, -2.41, -1.98)
H (4.11, 0.46, 1.32)
H (2.48, 0.92, 1.84)
H (3.07, 1.42, 0.24)
H (4.03, -3.04, 0.97)
H (2.40, -3.49, 1.43)
H (5.44, -1.75, 2.40)
H (5.86, -0.67, 4.56)
H (4.02, -0.40, 6.20)
H (1.77, -1.24, 5.66)
H (0.44, -2.68, 4.40)
H (0.93, -3.42, 2.89)
H (-2.27, -2.22, 4.28)
H (-1.96, -3.40, 2.99)
H (-3.13, -2.07, 2.72)
H (-0.82, 0.48, 4.60)
H (-0.87, 1.42, 3.09)
H (0.69, 0.84, 3.74)
Cl (-3.30, 0.42, 1.80)
C (-3.49, -0.64, 0.43)
C (-2.37, -1.21, -0.16)
C (-2.59, -1.96, -1.30)
Cl (-1.10, -2.47, -2.09)
C (-3.83, -2.20, -1.87)
Cl (-3.97, -3.10, -3.31)
C (-4.94, -1.64, -1.24)
Cl (-6.49, -1.88, -1.89)
C (-4.77, -0.85, -0.09)
Cl (-6.13, -0.13, 0.65)
C (-4.39, 1.17, -4.28)
C (-3.99, 1.80, -2.95)
C (-2.60, 1.36, -2.50)
C (-2.21, 1.96, -1.15)
Ge (-0.51, 1.37, -0.42)
C (0.84, 1.49, -1.83)
C (1.12, 3.00, -2.01)
C (2.20, 3.26, -3.07)
C (1.79, 2.83, -4.47)
H (-5.39, 1.47, -4.56)
H (-4.36, 0.08, -4.22)
H (-3.71, 1.48, -5.08)
H (-4.71, 1.53, -2.17)
H (-4.02, 2.89, -3.02)
H (-1.86, 1.62, -3.26)
H (-2.59, 0.26, -2.44)
H (-3.01, 1.86, -0.42)
H (-2.05, 3.04, -1.26)
H (-0.10, 1.99, 0.93)
H (0.43, 1.07, -2.74)
H (1.78, 0.98, -1.62)
H (1.42, 3.45, -1.06)
H (0.20, 3.51, -2.31)
H (3.12, 2.75, -2.77)
H (2.43, 4.33, -3.06)
H (1.71, 1.74, -4.55)
H (2.52, 3.15, -5.20)
H (0.83, 3.26, -4.75)

=====

The following is a quantum chemistry calculation of 9 unconnected molecules or ions with the total composition C26H39Cl6FO18, from OMol25.

- E_LUMO: -0.073 eV
- 2S+1: 1

Cartesian coordinates (Å):
O (4.16, -0.62, 0.06)
C (4.82, -0.15, 0.92)
O (5.67, -0.83, 1.71)
C (6.07, 0.02, 2.78)
C (5.74, 1.41, 2.27)
F (6.82, 2.00, 1.68)
O (4.75, 1.16, 1.30)
H (5.48, -0.20, 3.68)
H (7.12, -0.12, 2.99)
H (5.29, 2.09, 3.00)
C (2.25, -2.00, 2.78)
C (1.59, -0.72, 3.20)
C (0.99, -0.75, 4.64)
O (1.43, 0.48, 5.22)
C (2.35, 1.07, 4.42)
O (2.95, 2.05, 4.69)
O (2.57, 0.33, 3.31)
H (1.44, -2.72, 2.57)
H (2.87, -2.43, 3.56)
H (2.80, -1.87, 1.84)
H (0.76, -0.49, 2.53)
H (1.36, -1.60, 5.22)
H (-0.09, -0.79, 4.62)
C (1.86, 1.77, -0.70)
C (0.59, 1.28, -0.05)
C (-0.44, 2.38, 0.25)
O (-1.68, 1.84, -0.17)
C (-1.47, 0.65, -0.77)
O (-2.33, -0.09, -1.15)
O (-0.16, 0.42, -0.93)
H (2.61, 0.98, -0.70)
H (2.29, 2.60, -0.15)
H (1.63, 2.07, -1.72)
H (0.78, 0.67, 0.83)
H (-0.25, 3.29, -0.32)
H (-0.46, 2.61, 1.31)
C (1.08, -3.31, -3.06)
C (-0.21, -2.54, -2.96)
C (-0.49, -1.64, -4.17)
O (-1.87, -1.85, -4.48)
C (-2.30, -2.94, -3.81)
O (-3.41, -3.36, -3.86)
O (-1.30, -3.50, -3.09)
H (1.15, -4.13, -2.36)
H (1.92, -2.66, -2.81)
H (1.23, -3.68, -4.08)
H (-0.26, -2.01, -2.02)
H (0.12, -1.92, -5.03)
H (-0.31, -0.59, -3.95)
C (-2.98, -1.49, 1.70)
C (-1.74, -2.32, 1.95)
C (-1.79, -3.77, 1.38)
O (-0.58, -3.89, 0.64)
C (0.09, -2.72, 0.63)
O (1.16, -2.56, 0.16)
O (-0.61, -1.76, 1.29)
H (-3.83, -1.91, 2.24)
H (-3.18, -1.39, 0.63)
H (-2.80, -0.48, 2.08)
H (-1.57, -2.40, 3.03)
H (-2.65, -3.88, 0.71)
H (-1.83, -4.51, 2.17)
C (-5.60, -0.60, -0.79)
C (-6.26, 0.16, -1.90)
C (-5.27, 0.73, -2.95)
O (-5.75, 0.23, -4.19)
C (-6.80, -0.60, -4.00)
O (-7.40, -1.17, -4.84)
O (-7.11, -0.68, -2.67)
H (-5.13, 0.11, -0.10)
H (-4.87, -1.31, -1.17)
H (-6.36, -1.16, -0.24)
H (-6.88, 0.97, -1.49)
H (-4.25, 0.40, -2.75)
H (-5.26, 1.82, -2.98)
Cl (2.77, 0.08, -4.33)
C (4.12, 0.93, -3.63)
Cl (5.25, 1.58, -4.85)
H (3.79, 1.78, -3.06)
H (4.71, 0.27, -3.00)
Cl (-2.40, 3.54, 3.09)
C (-2.50, 3.30, 4.84)
Cl (-0.90, 3.05, 5.55)
H (-2.94, 4.18, 5.29)
H (-3.10, 2.42, 5.03)
Cl (2.60, 4.60, -2.71)
C (2.68, 6.35, -2.41)
Cl (1.41, 7.23, -3.24)
H (2.62, 6.53, -1.34)
H (3.64, 6.67, -2.79)

=====

> Which value of 2S+1 does entry 3 give?

4

=====

> What is the 2S+1 in the third record?

4

=====

> What is the formula in the first record?

C26H38FN5O3P